{
  "formula": "C31H44BrCrN3OP2",
  "method": "ωB97M-V with the def2-TZVPD basis set",
  "symbols": ["C", "C", "C", "C", "N", "C", "C", "C", "C", "C", "C", "C", "C", "C", "Cr", "P", "H", "H", "H", "H", "H", "H", "H", "H", "C", "C", "H", "H", "H", "H", "H", "C", "C", "H", "H", "H", "H", "H", "C", "C", "H", "H", "H", "H", "H", "Br", "P", "C", "C", "H", "H", "H", "H", "H", "C", "C", "H", "H", "H", "H", "H", "C", "C", "H", "H", "H", "H", "H", "N", "C", "O", "C", "C", "C", "C", "N", "C", "H", "H", "H", "H", "H", "H"],
  "positions_angstrom": [[8.565050, -0.654933, -2.447576], [8.054335, 0.112868, -1.363328], [9.013159, 0.670110, -0.495979], [10.377511, 0.396035, -0.687578], [10.829838, -0.335177, -1.688917], [9.957551, -0.849822, -2.543130], [6.603582, 0.259082, -0.962769], [5.587755, 0.180554, -0.295870], [4.804073, -0.452305, 0.735767], [3.450809, -0.327307, 0.472440], [2.593814, -1.382157, 0.801714], [2.956609, -2.445673, 1.661832], [4.270172, -2.328800, 2.180939], [5.193992, -1.393950, 1.694182], [1.630420, 0.997410, -0.011328], [0.201230, 2.942495, -0.879372], [8.700680, 1.282170, 0.351276], [7.918312, -1.120844, -3.194555], [11.107295, 0.804292, -0.001269], [10.381492, -1.437876, -3.347736], [6.229516, -1.388614, 2.040196], [3.221118, 0.572739, -0.239586], [4.542108, -3.008473, 2.972809], [1.532009, -1.242723, 0.534145], [-1.491469, 2.989583, -0.159551], [-2.007822, 4.266727, 0.478462], [-1.542287, 2.163492, 0.563311], [-2.124131, 2.703164, -1.016690], [-2.993994, 4.060119, 0.915952], [-1.365392, 4.651107, 1.278624], [-2.153539, 5.074962, -0.242106], [1.469975, 4.141804, -0.233813], [2.690743, 4.327754, -1.123448], [1.841427, 3.807226, 0.760679], [0.886498, 5.065233, -0.091158], [3.475027, 4.785407, -0.508755], [3.096787, 3.381836, -1.509593], [2.461356, 4.986796, -1.965199], [-0.070687, 3.582148, -2.568184], [-0.557934, 5.025597, -2.650113], [-0.780070, 2.888900, -3.041520], [0.902370, 3.477129, -3.064685], [-0.447623, 5.350273, -3.693014], [-1.609127, 5.132904, -2.368026], [0.015855, 5.711371, -2.015881], [1.648056, -3.634924, 2.013223], [1.225988, 1.129070, 2.507607], [0.475441, 2.820984, 2.716462], [0.556026, 3.807425, 3.861204], [-0.586383, 2.681091, 2.439643], [0.949610, 3.345762, 1.871569], [0.620629, 4.809932, 3.429583], [-0.358488, 3.835337, 4.448638], [1.398874, 3.717243, 4.537882], [0.273699, -0.011635, 3.742123], [0.538992, -0.165781, 5.221553], [0.328414, -1.014585, 3.275473], [-0.753882, 0.363169, 3.618473], [-0.195278, -0.868236, 5.617015], [1.503207, -0.597214, 5.485091], [0.384407, 0.725843, 5.824446], [2.983684, 1.082048, 3.145635], [3.653570, 1.804587, 4.314188], [3.503099, 1.433662, 2.230972], [3.173017, -0.005345, 3.229968], [4.687133, 1.437034, 4.292178], [3.714747, 2.887065, 4.162458], [3.275841, 1.579456, 5.316830], [-2.791291, -3.930569, -2.135796], [-2.330240, -3.070455, -1.203498], [-2.432741, -3.326820, 0.008178], [-1.581273, -1.868172, -1.685476], [-1.271544, -1.683721, -3.043022], [-0.365918, -0.689743, -3.370253], [0.265672, 0.048913, -2.374708], [0.030995, -0.166321, -1.052104], [-0.994432, -1.010648, -0.731042], [-3.300650, -4.739067, -1.828655], [-3.004718, -3.638831, -3.074168], [-1.687923, -2.321283, -3.820607], [-0.097261, -0.464899, -4.404283], [0.965191, 0.869133, -2.622199], [-1.328186, -1.044355, 0.310852]],
  "forces_ev_per_angstrom": [[-0.2, 0.2, 0.4], [-0.3, 0.1, -0.3], [-0.1, -0.1, 0.1], [-1.0, 0.3, 0.0], [0.3, -0.2, 0.0], [-1.0, 0.3, 0.1], [1.6, -0.7, 0.0], [2.3, 0.0, 0.8], [-0.5, 0.4, -1.3], [-0.5, -1.1, -0.7], [-1.2, 1.0, 0.3], [1.9, 3.3, -1.2], [-0.7, -0.4, 0.0], [0.0, 0.0, -0.1], [-3.5, 0.5, 0.2], [1.1, 0.1, 0.5], [0.1, -0.2, -0.3], [0.1, 0.2, 0.4], [0.0, 0.0, 0.0], [-0.2, 0.0, -0.1], [-0.3, -0.3, -0.2], [2.0, -2.0, 0.4], [0.3, -0.2, 0.0], [0.4, -0.8, 0.0], [0.2, -0.3, 0.2], [-0.4, 0.4, 0.2], [-0.1, 0.1, -0.2], [0.1, 0.0, 0.3], [0.3, 0.1, -0.1], [0.0, -0.2, -0.1], [0.1, -0.1, 0.1], [-0.9, 0.2, 0.8], [0.0, 0.2, -0.1], [-0.3, 0.4, -0.9], [0.7, 0.1, 0.2], [-0.1, 0.0, -0.3], [-0.1, 0.1, 0.0], [0.2, -0.2, 0.0], [0.4, -0.6, 0.0], [-0.1, 0.2, -0.1], [0.2, 0.2, -0.1], [-0.2, 0.0, -0.2], [-0.1, 0.1, 0.3], [0.2, -0.1, -0.1], [0.0, -0.2, -0.2], [-0.8, -1.4, 0.7], [-0.1, 0.6, 3.1], [0.2, -0.2, -1.0], [-0.2, 0.5, 0.6], [0.4, 0.0, 0.0], [-0.7, -0.5, 0.5], [0.1, 0.0, 0.0], [0.0, -0.3, 0.2], [0.1, -0.3, 0.0], [-0.4, 0.0, -1.9], [0.3, 0.1, 0.7], [-0.2, 0.4, 0.1], [0.1, -0.3, -0.1], [-0.1, -0.1, -0.2], [0.2, 0.1, -0.2], [0.2, 0.3, -0.2], [0.0, 0.1, -1.0], [0.1, 0.0, 0.1], [0.2, -0.3, 0.6], [0.0, 0.4, -0.2], [-0.1, 0.2, 0.1], [-0.2, -0.2, 0.1], [-0.2, 0.1, -0.3], [-0.1, 0.3, -0.6], [-0.9, -1.0, 2.4], [0.5, 0.9, -1.8], [0.6, 0.6, -0.3], [0.2, 0.0, 0.8], [0.5, 0.8, -0.5], [-0.3, -0.7, 0.3], [-1.2, 0.0, -0.9], [0.9, -0.2, -0.5], [0.0, -0.1, 0.3], [0.1, 0.0, 0.0], [0.1, 0.2, 0.2], [-0.2, -0.2, 0.3], [-0.3, -0.7, 0.0], [0.4, -0.3, -0.3]],
  "mulliken_spin": [0.001, 0.000, 0.001, 0.000, 0.000, 0.000, -0.002, 0.015, 0.029, 0.090, 0.025, 0.007, 0.012, -0.007, 4.057, -0.149, 0.000, 0.000, 0.000, 0.000, 0.000, -0.095, 0.001, -0.067, 0.042, -0.001, -0.017, 0.004, 0.000, 0.001, 0.000, 0.004, 0.020, -0.051, 0.006, 0.002, 0.007, -0.001, -0.002, -0.010, -0.002, 0.002, -0.001, 0.000, 0.001, 0.000, 0.016, 0.024, 0.001, -0.007, -0.007, 0.000, 0.000, -0.001, 0.004, -0.001, 0.004, 0.000, -0.001, 0.000, 0.000, 0.002, 0.005, 0.008, -0.006, 0.000, 0.000, 0.001, 0.000, 0.002, 0.000, -0.001, 0.005, 0.004, 0.061, -0.042, 0.033, 0.000, 0.000, 0.000, -0.001, -0.018, -0.004],
  "homo_lumo_gap_ev": [6.14, 7.26],
  "de_lowest_ev": 0.453,
  "multiplicity": 5,
  "homo_ev": [-13.50, -13.50],
  "s2": 6.06,
  "total_charge": 2,
  "e_tot_ha": -5747.65417
}

***

{
  "formula": "C26H78O13",
  "method": "ωB97M-V with the def2-TZVPD basis set",
  "symbols": ["C", "C", "O", "H", "H", "H", "H", "H", "H", "C", "C", "O", "H", "H", "H", "H", "H", "H", "C", "C", "O", "H", "H", "H", "H", "H", "H", "C", "C", "O", "H", "H", "H", "H", "H", "H", "C", "C", "O", "H", "H", "H", "H", "H", "H", "C", "C", "O", "H", "H", "H", "H", "H", "H", "C", "C", "O", "H", "H", "H", "H", "H", "H", "C", "C", "O", "H", "H", "H", "H", "H", "H", "C", "C", "O", "H", "H", "H", "H", "H", "H", "C", "C", "O", "H", "H", "H", "H", "H", "H", "C", "C", "O", "H", "H", "H", "H", "H", "H", "C", "C", "O", "H", "H", "H", "H", "H", "H", "C", "C", "O", "H", "H", "H", "H", "H", "H"],
  "positions_angstrom": [[1.393535, 1.091128, 5.541733], [1.449715, 2.109589, 4.406331], [2.353982, 3.160524, 4.769688], [2.340938, 0.554167, 5.553657], [0.547689, 0.442432, 5.319246], [1.296637, 1.627333, 6.483531], [0.461099, 2.502455, 4.156089], [1.865870, 1.654549, 3.498669], [2.441343, 3.717290, 3.989565], [-0.903278, -1.524910, 5.936616], [-1.028486, -1.617795, 4.447788], [-2.316413, -2.052090, 4.035987], [-0.999818, -2.488913, 6.443276], [-1.774783, -0.991583, 6.336355], [-0.034646, -1.002071, 6.332278], [-0.240460, -2.290759, 4.092280], [-0.892779, -0.638621, 3.972874], [-2.208842, -2.751334, 3.380619], [4.437573, 0.001721, -4.066749], [4.893882, -0.102872, -2.607502], [3.749572, -0.426948, -1.842082], [3.837624, -0.828211, -4.446927], [5.282967, 0.123366, -4.745135], [3.726096, 0.827168, -4.160322], [5.409064, 0.793090, -2.254711], [5.681707, -0.860045, -2.528122], [3.859053, -1.280944, -1.407483], [-3.749570, 0.036670, -3.669515], [-2.442111, -0.715734, -3.596739], [-1.333150, 0.141563, -3.762436], [-4.553779, -0.698814, -3.665488], [-3.669468, 0.733855, -4.505348], [-3.847256, 0.661284, -2.777268], [-2.473388, -1.483804, -4.372301], [-2.445125, -1.207959, -2.616041], [-1.155050, 0.610954, -2.938653], [4.037864, -3.783906, -2.049107], [3.580157, -4.031408, -0.627503], [3.407650, -2.795139, 0.057636], [3.245015, -3.246096, -2.566522], [4.083446, -4.779328, -2.494800], [4.995109, -3.270525, -2.100523], [4.158721, -4.777599, -0.067099], [2.628050, -4.585036, -0.592271], [3.285307, -2.958939, 0.997038], [-4.208177, 3.546570, -1.339085], [-3.359828, 3.090273, -0.156894], [-2.943666, 1.730565, -0.422504], [-4.779660, 4.447120, -1.085384], [-4.930376, 2.814440, -1.692193], [-3.582611, 3.842907, -2.182877], [-3.946613, 3.083451, 0.762524], [-2.531150, 3.776749, 0.029004], [-2.159345, 1.870126, -0.980344], [-0.162403, 0.460109, 0.796276], [1.061920, -0.185066, 0.174850], [1.026825, 0.157087, -1.229835], [-0.059387, 1.546035, 0.697140], [-0.248233, 0.413538, 1.883213], [-1.076098, 0.154083, 0.290331], [1.096193, -1.276521, 0.184154], [1.966687, 0.194078, 0.657911], [1.876369, -0.125965, -1.606287], [-4.426273, -2.448406, 1.552810], [-4.127685, -0.964607, 1.779659], [-4.729373, -0.198942, 0.739053], [-5.463036, -2.626086, 1.264021], [-4.300555, -3.061362, 2.451433], [-3.749640, -2.913065, 0.836502], [-3.042861, -0.831624, 1.707827], [-4.463700, -0.593668, 2.750131], [-4.017009, 0.325183, 0.356034], [-0.671895, 4.493159, -2.886729], [0.251070, 3.650239, -2.029709], [-0.415335, 2.443571, -1.682611], [-1.214120, 4.010173, -3.697557], [-0.086693, 5.254519, -3.416734], [-1.368428, 5.073464, -2.278531], [0.613204, 4.129102, -1.111930], [1.163553, 3.415563, -2.593506], [0.310138, 1.845175, -1.424282], [-0.714635, -2.895965, -0.125276], [-0.306772, -3.150389, 1.341282], [-1.308942, -3.918491, 2.004583], [-1.482649, -2.137158, -0.260981], [-0.860490, -3.855567, -0.618910], [0.119617, -2.391604, -0.631411], [-0.297074, -2.181006, 1.840125], [0.696682, -3.574991, 1.402854], [-1.411568, -4.762323, 1.554642], [3.877954, 3.149082, -0.526794], [4.427013, 3.767728, -1.823024], [5.034576, 5.001375, -1.570205], [3.053462, 3.686628, -0.052238], [4.719121, 3.244860, 0.163675], [3.559980, 2.112695, -0.647951], [3.661733, 3.855889, -2.604049], [5.081251, 2.999459, -2.249337], [4.521816, 5.704784, -1.969382], [-2.380331, 1.776232, 3.465814], [-3.398151, 1.292791, 4.483964], [-2.984494, 1.825965, 5.739457], [-2.664524, 1.342970, 2.502349], [-1.382061, 1.459199, 3.756614], [-2.418489, 2.861567, 3.371497], [-3.349386, 0.200640, 4.577379], [-4.436709, 1.549299, 4.252890], [-3.656469, 1.619671, 6.397200], [0.571538, -2.855196, -4.154082], [1.478750, -3.909337, -4.781508], [0.784703, -5.119073, -5.054630], [-0.137433, -3.342985, -3.479526], [0.011077, -2.300763, -4.901194], [1.147089, -2.156394, -3.540815], [2.447230, -4.111790, -4.324210], [1.744498, -3.413546, -5.721061], [0.569046, -5.513987, -4.204283]],
  "forces_ev_per_angstrom": [[0.2, 0.8, -1.0], [0.7, 0.0, 0.0], [-0.3, 0.0, -0.1], [-0.1, -0.3, 0.1], [0.3, 0.0, 0.4], [-0.3, -0.2, 0.1], [0.0, 0.1, 0.2], [-0.3, -0.3, 0.0], [0.1, 0.1, 0.2], [-1.3, 0.1, 1.3], [0.4, 0.1, -0.5], [0.1, -0.3, 0.4], [0.3, -0.2, -0.3], [0.1, 0.3, -0.2], [0.1, -0.3, -0.3], [-0.1, 0.0, -0.3], [0.4, 0.0, 0.2], [0.0, -0.1, -0.1], [-0.1, 0.5, 0.0], [0.2, -0.8, -1.2], [-0.1, 0.0, 0.7], [0.3, -0.5, 0.5], [-0.1, 0.3, 0.0], [0.4, 0.3, -0.1], [-0.5, 0.3, 0.0], [-0.3, -0.3, 0.1], [0.1, 0.1, 0.2], [0.5, 0.5, 0.5], [-0.7, 0.0, 0.6], [0.3, -0.3, -0.2], [-0.3, 0.4, -0.4], [-0.6, -0.3, -0.3], [-0.1, -0.1, 0.0], [0.6, 0.1, 0.0], [0.4, -0.3, -0.1], [0.0, 0.0, -0.1], [-0.7, -0.7, 0.7], [-0.9, -0.9, 0.6], [0.3, 0.1, -0.1], [0.2, 0.3, -0.1], [0.3, 0.2, -0.3], [0.0, 0.0, -0.1], [0.9, 0.7, -0.1], [-0.3, 0.4, -0.6], [0.0, 0.1, 0.0], [0.0, 1.1, 0.1], [-1.1, -0.7, -0.4], [0.6, 1.0, 0.3], [0.0, 0.0, 0.1], [0.1, -0.3, 0.3], [0.1, -0.2, -0.1], [-0.1, -0.2, 0.0], [0.3, -0.2, -0.2], [0.1, -0.4, 0.0], [0.4, 0.6, 0.2], [-0.1, 0.1, -0.3], [0.3, 0.1, 0.5], [-0.1, 0.0, -0.5], [0.0, -0.9, 0.0], [-0.1, 0.0, 0.2], [0.0, 0.4, 0.7], [0.1, 0.0, -0.1], [0.0, 0.2, -0.1], [-0.1, -0.4, 0.7], [0.1, -0.5, -0.7], [0.1, 0.0, 0.1], [0.0, 0.3, -0.3], [0.1, 0.3, 0.2], [-0.1, 0.3, -0.3], [0.0, 0.0, 0.4], [0.0, -0.2, 0.0], [-0.2, 0.3, -0.3], [0.4, 1.4, 0.0], [-0.1, -0.3, -0.7], [0.4, -0.1, 0.1], [0.1, -0.7, 0.4], [0.1, 0.0, 0.2], [-0.2, -0.2, 0.0], [-0.4, 0.4, -0.1], [-0.1, -0.1, -0.1], [-0.5, -0.6, 0.0], [1.5, 0.3, 0.2], [-1.1, 0.9, -1.0], [0.4, 0.0, 0.3], [-0.7, -0.6, 0.3], [-0.5, 0.2, -0.2], [0.0, -0.6, -0.1], [0.1, -0.1, 0.2], [0.0, -0.3, 0.1], [0.0, 0.0, 0.0], [0.3, 0.5, 0.0], [-1.5, -1.2, -0.1], [0.6, 0.2, 0.0], [0.0, 0.2, -0.3], [-0.1, -0.5, 0.2], [0.2, -0.1, -0.1], [-0.2, 0.2, 0.2], [0.7, 0.5, 0.1], [0.0, 0.0, 0.0], [-1.1, -0.2, -0.3], [0.7, -0.6, 0.5], [-0.3, 0.4, 0.4], [0.3, 0.1, -0.1], [0.0, 0.0, 0.0], [0.1, 0.0, 0.1], [-0.1, 0.0, -0.4], [0.1, 0.3, -0.2], [0.1, 0.0, 0.0], [0.3, -0.4, 1.1], [-0.3, 0.9, -1.1], [0.2, 0.1, -0.1], [-0.1, 0.1, 0.0], [0.0, 0.0, 0.0], [-0.1, 0.2, -0.1], [-0.2, 0.0, 0.6], [0.1, -0.8, -0.4], [-0.1, 0.0, 0.0]],
  "mulliken_charge": [-0.319, 0.284, -0.573, 0.363, -0.463, 0.388, 0.188, -0.071, 0.301, -1.499, 0.587, -0.582, 0.417, 0.265, 0.453, 0.408, -0.345, 0.194, -1.074, -0.016, -0.489, 0.240, 0.424, 0.237, 0.191, 0.245, -0.111, -0.970, 0.224, -0.599, 0.405, 0.307, -0.011, 0.454, -0.147, 0.292, -0.646, -0.301, -0.552, -0.069, 0.508, 0.129, 0.461, 0.244, 0.267, -1.213, -0.254, 0.260, 0.400, 0.282, 0.215, 0.368, 0.295, -0.122, -0.531, 0.464, 0.072, 0.687, -0.210, -0.358, -0.245, 0.363, -0.143, -1.193, 0.988, -0.584, 0.387, 0.287, 0.114, -0.332, 0.134, 0.187, -1.419, 0.200, 0.137, 0.304, 0.429, 0.291, 0.347, 0.007, -0.308, -0.298, 0.972, -0.542, -0.353, 0.749, -0.453, -0.427, 0.112, 0.340, -0.576, 0.036, -0.547, 0.238, 0.418, -0.051, 0.209, -0.034, 0.351, 0.899, -0.515, -0.572, -0.342, -1.025, 0.582, 0.105, 0.472, 0.305, -0.271, -0.328, -0.539, 0.178, 0.294, -0.034, 0.089, 0.302, 0.306],
  "homo_lumo_gap_ev": 9.55,
  "de_lowest_ev": 2.970,
  "homo_ev": -9.53,
  "e_tot_ha": -2015.35850
}